[1]
{
  "formula": "C3H9N2O",
  "method": "ωB97M-V/def2-TZVPD",
  "symbols": ["N", "C", "C", "C", "N", "O", "H", "H", "H", "H", "H", "H", "H", "H", "H"],
  "xyz": [[1.546, -1.133, -0.502], [0.614, -0.114, -0.662], [-1.215, -0.582, -1.207], [-0.033, 0.484, 0.455], [-0.524, 1.752, 0.461], [-0.227, -0.308, 1.502], [2.431, -0.812, -0.149], [1.505, -2.013, -0.981], [-1.121, -0.144, 1.841], [0.860, 0.642, -1.414], [-2.026, -0.236, -0.585], [-0.872, -1.600, -1.164], [-1.162, -0.061, -2.153], [-0.537, 2.274, 1.325], [-1.257, 1.955, -0.201]],
  "lumo_ev": -4.66,
  "energy_ha": -304.12227,
  "de_lowest_kj_mol": 336.3,
  "total_charge": 1,
  "gap_ev": 9.31,
  "max_force_ev_per_a": 3.502
}

[2]
{
  "formula": "C3H9N2O",
  "method": "ωB97M-V/def2-TZVPD",
  "symbols": ["C", "C", "C", "N", "N", "O", "H", "H", "H", "H", "H", "H", "H", "H", "H"],
  "xyz": [[-1.649, 0.683, -0.172], [-0.330, -1.349, 0.115], [0.715, 0.829, 0.291], [3.013, -0.429, -0.159], [-0.313, 0.052, -0.355], [3.885, 0.226, 0.146], [-1.869, 0.761, 0.892], [-1.649, 1.682, -0.605], [-2.421, 0.086, -0.652], [-0.628, -1.384, 1.159], [-1.034, -1.933, -0.473], [0.662, -1.782, 0.018], [0.721, 0.795, 1.362], [1.016, 1.729, -0.201], [-0.119, 0.034, -1.365]],
  "lumo_ev": [-3.84, -4.68],
  "energy_ha": -304.04924,
  "de_lowest_kj_mol": 528.0,
  "total_charge": 1,
  "gap_ev": [10.04, 7.82],
  "max_force_ev_per_a": 0.909
}

[3]
{
  "formula": "C3H9N2O",
  "method": "ωB97M-V/def2-TZVPD",
  "symbols": ["C", "C", "C", "N", "N", "O", "H", "H", "H", "H", "H", "H", "H", "H", "H"],
  "xyz": [[0.346, 1.233, -0.280], [0.483, -1.161, 0.692], [-1.730, -0.127, 0.046], [0.293, 0.309, -1.264], [-0.217, -0.047, 0.027], [2.519, 0.769, 0.693], [0.086, 2.191, -0.122], [0.276, -0.962, 1.746], [-0.104, -2.027, 0.221], [1.444, -1.010, 0.425], [-2.162, -1.057, -0.267], [-1.966, -0.030, 1.073], [-1.987, 0.546, -0.750], [-0.216, 0.330, -2.102], [2.935, 1.042, -0.139]],
  "lumo_ev": [-5.28, -5.46],
  "energy_ha": -303.93594,
  "de_lowest_kj_mol": 825.5,
  "total_charge": 1,
  "gap_ev": [10.34, 8.76],
  "max_force_ev_per_a": 4.857
}

[4]
{
  "formula": "C3H9N2O",
  "method": "ωB97M-V/def2-TZVPD",
  "symbols": ["C", "C", "C", "N", "N", "O", "H", "H", "H", "H", "H", "H", "H", "H", "H"],
  "xyz": [[-0.695, -0.334, 0.950], [0.027, 0.464, -0.041], [-0.655, 1.537, -1.181], [-0.012, -1.541, 1.274], [1.168, -0.287, -0.594], [0.123, 0.794, 1.210], [-1.821, -0.148, 1.243], [0.077, 2.374, -1.507], [-1.496, 1.980, -0.653], [-1.157, 0.971, -2.045], [0.189, -1.670, 2.243], [-0.272, -2.458, 0.893], [1.212, -0.929, -1.354], [1.202, -1.031, 0.205], [2.110, 0.278, -0.643]],
  "lumo_ev": -3.38,
  "energy_ha": -304.12776,
  "smiles": "C[C@@]1([NH3+])O[C@@H]1N",
  "de_lowest_kj_mol": 321.9,
  "total_charge": 1,
  "gap_ev": 11.86,
  "max_force_ev_per_a": 8.021
}